No. 1
An isolated molecule of C4H5N3O2S, computed with ωB97M-V/def2-TZVPD.

Output
<S²>	2.039
E_tot	-23623.8310	eV
HOMO-LUMO gap (alpha / beta)	6.41 / 6.23	eV
multiplicity	3
energy above the lowest of the compared OMol25 structures with the same formula, charge and spin	2.637	eV
E_LUMO (alpha / beta)	0.390 / -2.740	eV

```
15
Properties=species:S:1:pos:R:3:forces:R:3:lowdin_charge:R:1
C -1.76672 -1.01703 -0.05653 -1.82 0.28 -0.59 -0.2942
C -0.42684 -1.13349 0.10254 3.77 0.72 -0.47 -0.3276
C 0.25359 0.13070 0.00494 -2.34 0.30 0.12 -0.1616
C -0.67329 1.23136 -0.07149 -0.35 1.42 0.52 -0.5026
N 0.35414 -2.23774 0.23392 -1.21 0.07 0.18 0.1726
N -0.31819 2.57759 0.01397 2.07 -3.79 0.13 0.1119
N 1.57917 0.31654 -0.05195 0.85 -1.02 -0.05 -0.3920
O 2.04625 1.45022 0.24461 0.14 1.91 0.44 -0.0525
O 2.34934 -0.61886 -0.42727 0.29 -0.76 -0.12 -0.0460
S -2.31666 0.62740 -0.11918 -0.51 -0.70 -0.10 1.0213
H -2.33517 -1.89711 -0.36103 -0.43 0.58 0.46 0.1000
H 0.05001 -3.15560 -0.00482 -0.63 -0.33 0.02 0.1069
H 1.29571 -2.03583 -0.02417 1.24 0.27 -0.16 0.0595
H 0.74970 2.35663 0.27337 -0.61 1.50 -0.47 0.1049
H -0.84104 3.40521 0.24308 -0.46 -0.44 0.08 0.0994
```
Forces are in eV/Å.

No. 2
A cluster of 4 separate species, C23H25BF25I2N4O7S in total, computed with ωB97M-V/def2-TZVPD.

Output
E_tot	-140189.9877	eV
HOMO-LUMO gap	8.06	eV
charge	+1
energy above the lowest of the compared OMol25 structures with the same formula, charge and spin	4.838	eV
E_LUMO	-4.371	eV

```
88
Properties=species:S:1:pos:R:3:forces:R:3:lowdin_charge:R:1
C -1.27830 7.61681 2.17452 1.31 0.11 0.46 -0.1569
C -0.07451 6.59521 1.96042 -0.47 -0.72 -1.67 -0.6638
I 1.28920 6.37027 3.65912 -1.05 0.17 -1.18 0.9109
C 0.17239 5.84977 0.78923 0.32 1.93 2.72 -0.7270
I -1.20077 6.00662 -0.89837 1.25 -0.37 0.94 0.9026
N 1.37404 4.97820 0.78703 -5.76 -0.39 0.14 -0.1201
C 1.13392 3.60083 1.05329 6.09 1.83 -1.09 -0.2403
N 0.01288 2.93956 1.29670 -0.16 0.28 0.15 0.1051
C -0.03065 1.44991 1.51428 -0.38 -1.44 -1.07 -0.0771
C 0.37380 0.64128 0.17132 0.05 -0.29 0.08 -0.0999
F -0.78975 0.03471 -0.45132 1.40 0.95 1.16 -0.1114
N 2.48828 3.04384 0.98328 0.17 3.47 -0.85 0.2052
C 3.39030 4.10317 0.65201 -4.13 -1.42 0.75 -0.0090
B 4.96498 3.75036 0.46087 2.77 -0.94 -0.62 -0.4568
O 6.06441 4.48665 0.97432 -2.80 -1.16 0.04 0.1397
O 5.28349 2.54659 -0.26644 -0.57 2.04 2.55 0.1125
N 2.66575 5.35151 0.53301 2.02 -4.34 0.43 -0.1152
S 3.31643 6.90733 0.12964 0.70 7.44 2.73 0.7432
C 2.91775 7.22250 -1.66212 -0.13 -0.89 -0.42 -0.0963
O 4.75873 7.08170 0.47474 -3.16 -2.57 -1.61 -0.2638
O 2.55514 7.96652 0.89935 0.81 -3.84 -2.33 -0.3660
H -2.21132 7.34401 1.59054 1.27 0.27 0.77 0.0505
H -1.47685 7.73181 3.29839 0.12 -0.39 -1.75 0.0772
H -0.87786 8.64167 1.84140 -0.65 -1.47 0.28 0.1102
H -0.88904 3.44680 1.29124 0.99 -0.30 -0.05 0.1562
H -1.11761 1.14160 1.71857 1.64 0.76 -0.13 0.1510
H 0.62138 1.10685 2.37647 -0.73 0.75 -1.07 0.1248
H 1.07747 -0.22103 0.41648 -1.11 1.37 -0.38 0.1039
H 0.83905 1.33624 -0.60128 -0.63 -0.93 1.00 0.1273
H 5.80122 5.11269 1.67977 0.31 -0.09 -0.70 0.1074
H 6.01529 2.14521 0.26328 -0.38 0.36 -1.03 0.1267
H 1.96190 6.63427 -1.91177 1.44 0.88 0.41 0.0578
H 3.80167 6.84214 -2.26951 -1.19 0.54 0.75 0.0919
H 2.73468 8.34734 -1.79503 0.47 -1.73 0.59 0.1085
C 3.89934 -3.04211 1.57659 0.60 -0.17 -0.55 -0.0402
C 2.64047 -2.20205 1.88635 0.03 -0.94 -0.58 -0.4277
C 2.33369 -1.98184 3.36770 -0.20 0.35 0.64 -0.2949
F 2.09902 -3.12790 4.02428 0.02 0.06 -0.20 0.1082
F 1.20824 -1.22549 3.50568 -0.01 0.19 -0.35 0.0761
F 1.57944 -2.74284 1.24124 -0.04 0.16 0.28 0.1234
F 2.83280 -0.97071 1.31966 0.27 0.13 0.43 0.0764
O 3.68896 -4.42312 1.26612 -0.70 0.03 1.16 0.0386
C 3.59652 -5.33603 2.33881 1.32 0.89 -0.65 -0.5071
C 2.22014 -6.00256 2.40789 -0.59 -0.60 0.01 -0.2681
F 1.23999 -5.08289 2.56923 0.21 0.12 -0.05 0.0775
F 2.14295 -6.84678 3.46116 0.38 0.19 -0.11 0.1112
F 3.94679 -4.73167 3.48867 -0.27 -0.30 0.11 0.1418
F 4.53889 -6.27488 2.11158 -0.52 -0.13 -0.02 0.1563
H 4.31867 -2.62784 0.65540 -0.28 -0.05 0.02 0.1510
H 4.68630 -2.90539 2.32239 -0.31 -0.05 0.18 0.1470
H 3.15126 -1.45401 3.86740 0.08 0.00 -0.16 0.1768
H 2.01236 -6.56626 1.49509 0.21 0.07 -0.05 0.1809
C -1.80996 -0.13270 -3.48781 0.72 -0.40 0.08 -0.0470
C -2.59151 1.16962 -3.20417 0.58 -0.15 -0.86 -0.4285
C -4.08579 1.00603 -2.92462 -0.72 0.24 0.35 -0.2992
F -4.75259 0.47738 -3.96313 0.21 0.02 -0.02 0.1050
F -4.65327 2.21864 -2.68517 0.34 0.11 0.10 0.0859
F -2.37697 2.04299 -4.21690 -0.25 -0.03 0.13 0.1268
F -2.02560 1.73646 -2.09449 -0.33 -0.03 0.16 0.0692
O -1.56020 -0.45712 -4.86178 -1.37 0.21 -0.18 0.0362
C -2.56640 -1.15668 -5.56352 1.03 -0.41 1.36 -0.5076
C -3.13618 -0.34841 -6.73390 -0.23 0.37 -0.67 -0.2779
F -3.68131 0.81450 -6.31615 0.19 -0.11 0.20 0.0945
F -4.11834 -1.03863 -7.35897 0.23 -0.24 0.26 0.1036
F -3.51231 -1.57538 -4.70485 -0.20 0.04 -0.42 0.1418
F -1.97631 -2.27445 -6.04073 -0.15 0.33 -0.37 0.1496
H -0.81140 0.02094 -3.07029 -0.14 0.17 -0.15 0.1371
H -2.21028 -0.98685 -2.93577 -0.24 0.17 -0.14 0.1290
H -4.25753 0.37990 -2.04397 0.19 -0.04 0.00 0.1738
H -2.35629 -0.11378 -7.46236 0.12 -0.15 0.13 0.1760
C -1.69729 -4.88920 1.21770 0.52 -0.26 0.46 -0.0440
C -1.93874 -4.47614 -0.25113 0.11 -1.01 0.17 -0.4294
C -3.03143 -3.43234 -0.48649 -0.26 0.56 -0.41 -0.3003
F -4.24525 -3.85307 -0.09290 0.12 -0.09 0.03 0.1013
F -3.13775 -3.15324 -1.81340 0.32 -0.04 -0.04 0.0834
F -2.16203 -5.58709 -0.98994 -0.19 0.27 0.02 0.1353
F -0.76295 -3.95052 -0.71022 -0.21 0.40 0.16 0.0988
O -2.31311 -6.10700 1.65769 -1.21 0.57 -0.46 0.0379
C -3.64782 -6.04000 2.11208 1.59 0.54 0.53 -0.5069
C -4.60674 -6.85810 1.24097 -0.47 -0.52 -0.44 -0.2774
F -4.60342 -6.42929 -0.03892 0.23 0.09 0.17 0.0972
F -5.87887 -6.74099 1.68985 0.27 0.15 0.29 0.1013
F -4.02145 -4.75326 2.23917 -0.41 -0.20 -0.03 0.1364
F -3.63899 -6.54965 3.36369 -0.28 -0.25 -0.32 0.1479
H -0.62732 -5.09197 1.30007 -0.20 -0.08 -0.22 0.1224
H -1.87523 -4.06783 1.91630 -0.24 -0.02 -0.21 0.1468
H -2.80157 -2.49596 0.03122 0.16 -0.08 0.08 0.1680
H -4.33109 -7.91539 1.24419 0.15 0.07 0.17 0.1773
```
Forces are in eV/Å.

No. 3
A cluster of 2 separate species, C3H9O3 in total, computed with ωB97M-V/def2-TZVPD.

Output
E_tot	-9397.5859	eV
HOMO-LUMO gap	5.84	eV
charge	-1
energy above the lowest of the compared OMol25 structures with the same formula, charge and spin	2.141	eV
E_LUMO	3.540	eV

```
15
Properties=species:S:1:pos:R:3:forces:R:3:lowdin_charge:R:1
C 0.03842 0.29296 0.85837 0.91 -0.95 1.79 -0.1663
C 0.69050 0.68908 -0.39714 1.00 -0.95 0.40 -0.3642
O -0.21112 1.28663 -1.28909 -2.64 0.47 4.37 -0.0618
C 0.82135 -1.15727 1.58803 0.19 2.16 -2.55 -0.5878
O 0.25498 -1.52582 2.61867 -2.10 -1.25 3.76 -0.2733
H -0.97958 -0.12582 0.68516 0.51 0.83 0.61 0.0916
H 0.27912 1.07994 1.64624 -1.38 -1.05 -0.70 0.0994
H 1.50517 1.36274 -0.16647 0.42 0.32 -0.14 0.1000
H 1.12970 -0.23509 -0.80386 0.02 0.05 -0.59 0.1033
H 0.08730 1.35881 -2.11388 2.15 0.34 -5.13 0.0118
H 0.73995 -1.91649 0.76556 0.60 0.30 -0.78 0.0653
H 1.84728 -0.77034 1.78174 0.74 -0.02 -0.80 0.0621
H -1.91897 -0.75238 -2.15932 1.23 -1.04 -0.42 -0.0022
H -1.86006 0.49427 -1.25295 0.92 0.19 0.12 -0.0196
O -2.42406 -0.08119 -1.76105 -2.57 0.60 0.06 -0.0584
```
Forces are in eV/Å.

No. 4
A cluster of 2 separate species, C5H17N2O in total, computed with ωB97M-V/def2-TZVPD.

Output
E_tot	-10481.6915	eV
HOMO-LUMO gap	10.33	eV
charge	+1
energy above the lowest of the compared OMol25 structures with the same formula, charge and spin	1.243	eV
E_LUMO	-2.978	eV

```
25
Properties=species:S:1:pos:R:3:forces:R:3:lowdin_charge:R:1
C -1.08087 1.20433 -0.32786 -0.92 -1.15 0.95 -0.1953
N -1.45118 -0.14165 -0.79583 0.95 -0.07 -1.51 -0.0862
C -0.91242 -0.46138 -2.17487 0.93 0.83 1.33 -0.2670
C -1.40564 -1.80526 -2.62377 0.27 -1.11 0.77 -0.0905
C 0.37193 1.13851 0.12939 -0.61 0.31 -1.24 -0.1298
N 0.52720 0.03278 1.08988 0.57 -0.01 1.78 0.0060
C 0.34411 0.40622 2.52231 -0.33 0.11 1.24 -0.0031
H -1.29158 2.05677 -0.97646 0.32 -0.13 -0.34 0.1301
H -1.73990 1.32059 0.54266 0.27 0.47 0.08 0.1263
H -2.43777 -0.21611 -0.97156 -0.60 0.19 0.65 0.1083
H -1.14388 0.40026 -2.79243 -0.55 -0.17 -0.72 0.1122
H 0.18450 -0.39659 -2.15860 -0.10 -0.49 0.25 0.1006
H -0.69194 -2.35145 -3.24364 -0.48 0.65 -1.00 0.0816
H -2.44441 -1.75830 -2.94212 0.19 -0.21 -0.62 0.0816
H -1.39044 -2.55308 -1.81161 -0.24 0.71 0.44 0.0809
H 0.68465 2.10119 0.51839 0.27 -0.19 0.42 0.1380
H 1.00173 0.88438 -0.71669 0.13 0.15 -0.09 0.1213
H 1.48866 -0.32026 1.09928 0.02 0.20 -0.42 0.1306
H -0.11313 -0.73278 0.88244 -0.33 -0.04 -0.75 0.1603
H 1.05396 -0.14198 3.13548 0.29 0.14 -0.22 0.0912
H -0.60742 0.14000 2.97867 -0.37 -0.03 -0.76 0.1065
H 0.47790 1.47237 2.65751 0.22 0.05 -0.09 0.1056
H 3.53649 0.05247 2.79254 0.28 -0.26 -0.39 0.0710
H 3.64743 -0.54245 1.33745 0.80 -0.80 -0.03 0.0460
O 3.39203 0.21142 1.84947 -0.99 0.85 0.29 -0.0260
```
Forces are in eV/Å.

No. 5
A structure of composition C25H25Cl2N6O3Ru, computed with ωB97M-V/def2-TZVPD.

Output
<S²>	8.804
E_tot	-69038.5839	eV
HOMO-LUMO gap (alpha / beta)	4.94 / 5.47	eV
multiplicity	6
energy above the lowest of the compared OMol25 structures with the same formula, charge and spin	0.334	eV
E_LUMO (alpha / beta)	-0.510 / -2.727	eV

```
62
Properties=species:S:1:pos:R:3:forces:R:3:lowdin_charge:R:1
Ru -0.26899 -0.04753 -0.43448 -0.24 0.36 -0.21 1.4731
Cl 6.11585 0.96363 -2.67977 -0.02 0.00 0.00 0.7001
C 4.65388 0.23848 -2.12221 0.05 -0.01 -0.01 -0.6681
C 3.57616 1.02680 -1.87553 -0.11 -0.05 0.03 -0.0179
C 2.35542 0.43564 -1.41343 0.19 -0.01 -0.04 -0.1957
N 1.24502 1.08943 -1.12588 -0.07 0.18 0.16 0.0106
C 1.04659 2.53380 -1.07345 0.14 -0.29 -0.13 -0.4399
O 1.88743 3.31569 -1.52535 -0.01 0.07 0.04 0.0320
C -0.18290 2.86609 -0.44075 -0.08 0.12 0.06 -0.2283
C -0.57273 4.22439 -0.28929 0.06 -0.05 -0.03 -0.0197
C -1.76298 4.53233 0.28900 -0.04 0.02 0.02 -0.0815
C -2.62069 3.48562 0.72943 0.02 0.02 -0.01 -0.0855
C -2.19571 2.19536 0.56963 -0.01 -0.06 0.02 -0.1730
N -1.01199 1.85887 0.03704 0.10 -0.10 -0.02 -0.0790
C 2.31710 -1.01154 -1.19980 -0.13 -0.04 0.06 -0.1697
C 3.44446 -1.78135 -1.46476 0.06 0.06 -0.04 -0.0357
C 4.59573 -1.17150 -1.92270 0.00 -0.02 0.01 -0.6600
Cl 5.96984 -2.14698 -2.24191 0.00 0.00 0.00 0.7172
N 1.12250 -1.48001 -0.69426 0.08 0.08 -0.13 -0.0282
C 0.90747 -2.73584 -0.21809 -0.24 -0.07 0.30 -0.4444
O 1.65323 -3.69724 -0.26231 0.03 0.02 -0.07 0.0758
C -0.43994 -2.84632 0.48595 0.22 0.06 -0.19 -0.1855
C -0.88431 -4.07897 0.92102 -0.13 0.04 0.06 0.0161
C -2.11532 -4.14757 1.55839 0.10 -0.07 -0.04 -0.0339
C -2.84948 -2.98758 1.73526 -0.05 0.11 0.01 -0.0364
C -2.33087 -1.78892 1.27150 0.04 -0.12 0.00 -0.1063
N -1.14823 -1.71996 0.66715 0.00 -0.10 0.17 -0.0071
H 3.61063 2.09450 -2.02027 -0.01 0.01 0.00 0.1055
H 0.10604 4.98222 -0.65546 -0.01 0.00 0.00 0.1144
H -2.06244 5.56584 0.40388 0.00 0.00 0.00 0.1009
H -3.58485 3.68742 1.17124 0.00 0.00 0.00 0.0920
H -2.81928 1.36497 0.88021 0.00 0.00 -0.01 0.0938
H 3.41963 -2.84755 -1.31118 -0.01 0.00 0.01 0.1034
H -0.26173 -4.94451 0.74683 0.00 -0.01 0.00 0.1239
H -2.49671 -5.09832 1.90650 -0.01 0.01 0.01 0.1142
H -3.81436 -2.99826 2.22206 0.00 -0.01 0.00 0.1110
H -2.86990 -0.85713 1.37608 -0.01 0.00 0.01 0.1045
C -0.00545 0.73245 3.04921 -0.02 -0.03 -0.05 -0.1568
C 0.64974 0.96167 4.43625 0.01 0.01 0.03 -0.1502
N 2.08863 0.70571 4.36747 -0.02 0.00 -0.03 -0.1605
C 2.30306 -0.67900 3.94954 0.01 -0.01 0.02 -0.1489
C 1.64254 -0.93227 2.56836 -0.01 0.01 -0.02 -0.1539
N 1.01041 0.30023 2.08017 0.05 0.00 -0.01 -0.1875
C 2.03933 1.34719 1.97747 -0.02 -0.02 -0.01 -0.1445
C 2.67913 1.59718 3.36778 0.02 0.01 0.02 -0.1445
H -0.46948 1.64136 2.66459 0.00 0.01 0.01 0.1020
H -0.77716 -0.04102 3.09359 0.00 0.00 0.01 0.1033
H 0.22145 0.30099 5.19277 0.00 -0.01 0.00 0.1141
H 0.50081 1.98847 4.77501 0.00 0.00 0.00 0.1159
H 1.88348 -1.33675 4.71326 0.00 0.00 0.00 0.1147
H 3.37809 -0.86378 3.91206 0.00 0.01 0.00 0.1162
H 0.87398 -1.70607 2.63338 0.00 0.00 0.01 0.1075
H 2.37748 -1.25471 1.82673 0.00 -0.01 0.01 0.1127
H 1.56645 2.24757 1.58150 0.01 0.00 0.01 0.1102
H 2.78600 1.01838 1.25100 0.00 0.00 0.01 0.1119
H 2.52352 2.62728 3.69288 -0.01 0.00 0.00 0.1170
H 3.75582 1.41943 3.34503 0.00 0.00 0.00 0.1160
C -1.53623 -0.49733 -3.13757 -0.02 0.00 -0.04 -0.2482
O -1.75164 -0.33907 -1.76225 0.06 -0.14 -0.05 -0.4321
H -0.61157 -1.05037 -3.35736 0.00 0.01 0.01 0.0582
H -1.46882 0.47495 -3.64170 0.00 0.00 0.00 0.0698
H -2.36424 -1.05137 -3.59386 -0.01 0.01 0.02 0.0650
```
Forces are in eV/Å.

No. 6
A structure of composition C11H23O3P2V, computed with ωB97M-V/def2-TZVPD.

Output
<S²>	2.380
E_tot	-62184.7701	eV
HOMO-LUMO gap (alpha / beta)	6.98 / 5.30	eV
multiplicity	3
energy above the lowest of the compared OMol25 structures with the same formula, charge and spin	0.811	eV
E_LUMO (alpha / beta)	0.641 / 0.683	eV

```
40
Properties=species:S:1:pos:R:3:forces:R:3:lowdin_charge:R:1
C -0.58647 -0.15098 -3.97784 0.23 0.27 -1.04 -0.2287
C -1.39025 0.83845 -3.32851 0.12 0.43 -1.02 -0.2266
C -0.51622 1.75812 -2.68165 0.06 1.40 0.03 -0.2163
C 0.83397 1.32795 -2.90138 -0.17 0.82 -1.13 -0.2190
C 0.79617 0.15179 -3.70349 -0.21 0.70 -1.27 -0.2206
V -0.23658 -0.16333 -1.94380 -0.37 -4.46 5.27 0.2496
P -0.26879 -2.70100 -1.43947 0.01 0.68 -0.39 0.7179
H -0.94878 -0.99806 -4.55435 0.13 0.25 0.10 0.1003
H -2.47326 0.87463 -3.30617 0.18 -0.04 -0.05 0.1028
H -0.81066 2.64061 -2.10554 0.16 -0.39 -0.39 0.1027
H 1.65802 -0.40055 -4.05364 -0.12 -0.02 0.02 0.1053
H 1.72401 1.84522 -2.55987 -0.18 -0.18 0.04 0.0997
H 0.88560 -3.45144 -1.81532 -0.55 -0.11 -0.01 -0.1099
H -1.36121 -3.43510 -1.97798 0.46 -0.37 -0.01 -0.1274
H -0.37508 -3.16246 -0.10801 -0.02 -0.11 -0.22 -0.1232
C -3.81207 0.59771 2.18115 0.01 -0.12 -0.14 -0.0834
C -2.61754 1.17783 1.44563 0.86 -0.65 -0.19 -0.2356
O -1.56570 0.15138 1.36506 -0.02 0.54 1.29 -0.3246
P -0.21346 -0.19465 0.54098 -0.36 0.43 -1.85 0.7196
O 0.31216 -1.43898 1.47669 -0.28 0.62 1.37 -0.3671
C 0.32822 -1.28739 2.97628 -0.74 -0.15 -1.41 -0.2225
C 1.23076 -0.19072 3.46622 0.09 0.10 0.48 -0.0923
O 1.10786 0.81140 0.65916 0.19 -0.30 0.37 -0.3257
C 2.26196 0.09648 0.08703 -0.53 0.59 0.01 -0.3183
C 3.45345 0.99584 -0.11128 0.17 -0.43 -0.22 -0.0660
H -4.33599 -0.16010 1.58738 0.23 0.08 0.10 0.0795
H -4.51368 1.41194 2.35696 -0.10 0.06 0.04 0.0747
H -3.54610 0.16809 3.15292 0.09 0.09 -0.22 0.0769
H -2.90371 1.49551 0.43624 0.23 -0.05 0.10 0.1103
H -2.20607 2.02181 2.00201 0.02 -0.01 -0.15 0.1140
H -0.71630 -1.07042 3.23035 0.28 -0.18 0.20 0.0994
H 0.61288 -2.26877 3.37674 -0.04 0.25 -0.32 0.1186
H 0.89021 0.80878 3.19591 0.11 -0.16 -0.24 0.0736
H 1.20702 -0.22437 4.55385 0.03 -0.07 0.23 0.0783
H 2.26962 -0.33955 3.17657 -0.02 0.09 -0.19 0.0780
H 2.49740 -0.71147 0.76702 0.12 -0.27 0.02 0.0970
H 1.99318 -0.33624 -0.90907 0.03 0.16 0.62 0.0813
H 3.77834 1.51873 0.78508 -0.16 0.04 0.07 0.0797
H 4.24947 0.30274 -0.40763 0.15 0.26 0.00 0.0857
H 3.30761 1.69057 -0.93423 -0.06 0.18 0.10 0.0621
```
Forces are in eV/Å.

Number 1: strongest force on any atom 4.32 eV Å⁻¹. Number 2: strongest force on any atom 7.95 eV Å⁻¹. Number 3: strongest force on any atom 5.57 eV Å⁻¹. Number 4: strongest force on any atom 1.87 eV Å⁻¹. Number 5: strongest force on any atom 0.48 eV Å⁻¹. Number 6: strongest force on any atom 6.91 eV Å⁻¹.